1.
Molecular formula: C17H24B2F5FeN8O8S
Method: DFT, ωB97M-V/def2-TZVPD

The energy relative to the best compared isomer or geometry (same formula, charge and spin) comes out at 0.717 eV. The total charge is +1. The spin multiplicity is 5. The calculation puts the highest occupied orbital energy (spin up / spin down) at -11.1904 / -11.2772 eV. Its expectation value of S² is 6.0732.

Last column: Löwdin spin population.
Geometry (Å):
Fe: -0.513 -0.151 0.396  2.638
C: 2.156 -0.421 3.551  -0.001
C: 1.387 -0.027 2.335  -0.002
N: 0.937 -0.878 1.472  0.026
O: 1.178 -2.176 1.624  0.002
B: 0.371 -3.135 0.807  0.000
F: 1.016 -4.316 0.874  0.000
F: -0.922 -3.225 1.291  0.003
O: 0.274 -2.693 -0.602  -0.018
N: -0.471 -1.605 -0.812  -0.029
C: -1.054 -1.466 -1.968  0.036
C: -1.142 -2.549 -2.983  0.005
C: -1.582 -0.149 -2.171  0.007
N: -1.296 0.638 -1.186  0.012
O: -1.696 1.904 -1.166  -0.001
B: -1.874 2.291 0.261  0.001
F: -2.717 3.309 0.395  0.001
F: -2.326 1.079 0.882  0.040
O: -0.546 2.582 0.883  -0.015
N: 0.056 1.428 1.169  -0.022
C: 0.933 1.325 2.111  0.026
C: 1.359 2.467 2.960  0.003
C: -2.350 0.307 -3.358  0.000
H: 2.066 -1.497 3.682  0.000
H: 1.738 0.084 4.419  0.000
H: 3.210 -0.163 3.474  0.000
H: -0.678 -3.452 -2.596  0.000
H: -0.637 -2.254 -3.902  0.002
H: -2.186 -2.754 -3.217  0.002
H: 1.193 3.404 2.434  0.000
H: 2.396 2.373 3.268  0.001
H: 0.731 2.473 3.851  0.001
H: -2.436 -0.462 -4.117  0.000
H: -1.864 1.186 -3.778  0.000
H: -3.342 0.627 -3.038  0.000
C: 4.383 2.442 0.808  0.002
N: 3.187 1.988 0.132  0.023
C: 2.961 0.735 -0.278  0.034
S: 1.501 0.434 -1.126  0.110
N: 3.830 -0.230 -0.019  0.021
C: 3.694 -1.610 -0.422  0.001
H: 4.258 3.488 1.068  0.000
H: 5.265 2.349 0.171  0.001
H: 4.546 1.879 1.730  0.001
H: 2.548 2.690 -0.212  0.000
H: 4.663 -0.005 0.508  0.000
H: 2.902 -1.702 -1.162  0.000
H: 3.446 -2.246 0.429  0.000
H: 4.630 -1.954 -0.857  0.000
F: -4.540 -4.956 1.960  0.096
C: -3.431 -4.584 2.583  0.268
C: -3.328 -3.327 3.087  0.028
N: -2.225 -2.924 3.750  0.247
C: -2.093 -1.612 4.264  0.050
C: -1.384 -0.596 3.240  0.049
O: -0.841 0.354 3.765  0.066
O: -1.459 -0.901 2.039  0.095
C: -1.057 -3.734 3.782  0.011
O: -0.028 -3.306 4.230  0.075
N: -1.229 -5.007 3.328  -0.018
C: -2.335 -5.560 2.685  0.021
O: -2.348 -6.691 2.287  0.088
H: -4.142 -2.622 2.987  -0.001
H: -1.440 -1.618 5.137  0.008
H: -3.061 -1.169 4.492  0.005
H: -0.386 -5.577 3.302  -0.001

2.
Molecular formula: C17H24Cl3GeMnSi2
Method: DFT, ωB97M-V/def2-TZVPD

The total charge is +1. The spin multiplicity is 2. The calculation puts the highest occupied orbital energy (spin up / spin down) at -12.0562 / -11.8747 eV. Its expectation value of S² is 0.7975.

Last column: Löwdin spin population.
Geometry (Å):
Mn: -0.200 0.006 -0.094  1.060
C: 2.175 -2.163 -1.265  -0.001
C: 0.734 -1.798 -1.079  -0.004
C: 0.072 -0.981 -2.010  -0.011
C: -1.296 -0.636 -1.834  -0.013
C: -2.011 -1.134 -0.738  0.000
C: -1.342 -1.914 0.214  0.007
C: 0.015 -2.217 0.062  -0.001
H: 2.247 -3.060 -1.882  0.000
H: 2.659 -2.373 -0.312  0.000
H: 2.720 -1.367 -1.772  0.000
H: 0.599 -0.624 -2.883  -0.001
H: -1.784 -0.004 -2.559  0.000
H: -3.045 -0.857 -0.589  0.000
H: -1.858 -2.227 1.113  0.001
H: 0.525 -2.788 0.827  0.001
C: -1.183 2.508 -2.583  -0.007
Si: 0.222 2.039 -1.400  -0.037
C: 1.835 1.967 -2.405  -0.009
C: 0.469 3.569 -0.253  -0.004
C: 0.501 4.821 -0.867  -0.001
C: 0.708 5.982 -0.135  0.000
C: 0.885 5.922 1.237  0.000
C: 0.863 4.691 1.875  0.000
C: 0.661 3.525 1.144  0.000
Si: 0.639 1.844 1.890  -0.002
C: 1.908 0.739 1.040  -0.002
C: -1.072 1.060 1.796  0.021
H: -1.123 3.564 -2.845  -0.001
H: -2.169 2.348 -2.143  0.000
H: -1.129 1.951 -3.521  0.000
H: 1.903 2.869 -3.017  -0.002
H: 1.925 1.120 -3.087  0.000
H: 2.712 1.969 -1.756  0.000
H: 0.370 4.905 -1.939  0.000
H: 0.730 6.938 -0.642  0.000
H: 1.043 6.827 1.807  0.000
H: 1.010 4.641 2.947  0.000
H: 2.314 0.041 1.776  0.001
H: 2.708 1.397 0.699  -0.001
H: 1.718 0.094 0.156  -0.002
H: -1.746 1.488 2.540  -0.001
H: -1.085 -0.007 2.058  0.007
H: -1.613 1.236 0.837  0.002
Cl: 1.146 1.838 3.897  0.000
Ge: 0.902 -1.601 3.903  0.000
Cl: 2.449 -2.183 5.286  0.000
Cl: -0.880 -1.835 5.118  0.000

3.
Molecular formula: C17H24F6InN6PSTe
Method: DFT, ωB97M-V/def2-TZVPD

The energy relative to the best compared isomer or geometry (same formula, charge and spin) comes out at 1.199 eV. The total charge is +3. The spin multiplicity is 2. The calculation puts the highest occupied orbital energy (spin up / spin down) at -16.1285 / -16.0932 eV. Its expectation value of S² is 0.7729.

Last column: Löwdin spin population.
Geometry (Å):
In: -0.672 0.622 -1.668  0.001
C: 3.788 3.930 -1.580  0.000
N: 3.179 2.629 -1.812  0.000
C: 4.052 1.466 -1.742  0.000
C: 1.874 2.448 -2.009  0.000
N: 1.363 1.248 -2.199  0.000
N: 1.058 3.563 -2.012  0.000
C: -0.295 3.675 -2.246  0.000
N: -0.723 4.878 -2.618  0.000
N: -1.117 2.680 -2.055  0.000
H: 4.869 3.808 -1.576  0.000
H: 3.498 4.334 -0.607  0.000
H: 3.556 4.644 -2.372  0.000
H: 5.062 1.790 -1.510  0.000
H: 4.091 0.937 -2.698  0.000
H: 3.730 0.789 -0.945  0.000
H: 2.062 0.541 -2.381  0.000
H: 1.557 4.447 -2.010  0.000
H: -0.104 5.654 -2.796  0.000
H: -1.709 5.045 -2.760  0.000
H: -2.096 2.892 -2.226  0.000
S: 0.055 -0.323 2.430  0.498
C: -0.918 0.256 3.753  0.019
N: -1.134 -0.606 4.773  0.030
C: -1.812 -0.277 5.879  0.028
C: -2.325 0.997 6.025  0.061
C: -2.108 1.926 5.008  -0.004
C: -1.410 1.555 3.868  0.070
H: -0.737 -1.541 4.696  0.000
H: -1.928 -1.040 6.637  0.001
H: -2.891 1.252 6.907  0.002
H: -2.485 2.932 5.106  -0.001
H: -1.236 2.259 3.071  0.002
F: -2.519 0.836 0.093  0.001
P: -3.972 0.341 -0.766  0.000
F: -4.265 1.869 -0.936  0.000
F: -5.129 -0.201 -1.630  0.000
F: -3.283 -1.198 -0.638  0.008
F: -4.649 0.158 0.625  0.000
F: -2.968 0.445 -2.172  0.000
C: -1.186 -3.140 -1.339  0.109
Te: -0.851 -1.511 0.113  0.109
C: 1.166 -2.236 -0.130  -0.002
C: 1.018 -3.714 -0.366  0.010
C: 1.991 -4.627 -0.012  -0.001
C: 1.781 -5.986 -0.237  0.016
C: 0.587 -6.430 -0.807  0.000
C: -0.406 -5.528 -1.136  0.013
C: -0.191 -4.159 -0.950  0.012
H: -0.969 -2.678 -2.315  0.012
H: -2.216 -3.506 -1.331  0.001
H: 1.825 -2.024 0.712  0.000
H: 1.581 -1.773 -1.035  0.003
H: 2.900 -4.298 0.466  0.000
H: 2.550 -6.693 0.034  0.001
H: 0.440 -7.483 -0.992  0.000
H: -1.325 -5.873 -1.583  0.000

4.
Molecular formula: C17H24GeN5O7ReSi
Method: DFT, ωB97M-V/def2-TZVPD

The energy relative to the best compared isomer or geometry (same formula, charge and spin) comes out at 1.292 eV. The total charge is -1. The spin multiplicity is 2. The calculation puts the highest occupied orbital energy (spin up / spin down) at -5.4131 / -5.0445 eV. Its expectation value of S² is 0.7566.

Last column: Löwdin spin population.
Geometry (Å):
Re: 1.038 -0.114 -0.113  0.838
O: 0.314 -0.605 3.921  0.008
C: 0.290 -0.909 2.739  0.002
O: 1.004 -0.341 1.841  -0.004
C: -0.602 -2.063 2.298  0.003
C: -1.093 -2.861 3.299  -0.001
C: -1.884 -3.982 3.019  0.003
C: -2.133 -4.329 1.698  -0.001
C: -1.640 -3.554 0.666  0.003
C: -0.898 -2.340 0.913  0.004
O: -0.579 -1.582 -0.041  0.028
N: -1.892 -3.993 -0.669  0.001
O: -1.302 -3.465 -1.592  0.000
O: -2.689 -4.908 -0.819  0.002
N: -2.398 -4.773 4.078  0.001
O: -3.071 -5.754 3.798  0.001
O: -2.146 -4.434 5.222  0.001
H: -0.847 -2.613 4.323  0.000
H: -2.700 -5.216 1.462  0.000
N: 0.382 -1.653 -6.419  0.006
C: 0.714 -1.203 -5.409  0.002
N: 1.195 -0.630 -4.371  0.011
C: 1.055 -0.440 -3.164  0.019
N: 1.111 -0.099 -2.030  0.006
C: 2.685 3.155 1.510  0.000
Si: 3.450 2.417 -0.074  0.010
C: 2.726 3.159 -1.682  0.001
C: 5.331 2.809 -0.043  0.003
C: 3.109 0.540 -0.104  0.012
H: 2.582 4.235 1.476  0.000
H: 3.293 2.917 2.377  0.000
H: 1.705 2.721 1.671  0.000
H: 2.683 4.244 -1.661  0.000
H: 1.723 2.776 -1.844  0.000
H: 3.322 2.878 -2.545  0.000
H: 5.500 3.882 -0.053  0.000
H: 5.847 2.391 -0.902  0.000
H: 5.807 2.415 0.850  0.000
H: 3.569 0.115 0.798  0.004
H: 3.646 0.112 -0.961  0.000
C: -2.058 0.561 -2.664  0.001
Ge: -2.139 1.178 -0.779  0.014
C: -3.068 2.954 -0.788  0.005
C: -3.375 0.001 0.255  0.002
C: -0.333 1.572 0.012  0.008
H: -3.049 0.634 -3.105  0.000
H: -1.728 -0.472 -2.715  0.000
H: -1.376 1.175 -3.245  0.000
H: -4.054 2.853 -1.232  0.001
H: -2.515 3.689 -1.364  0.000
H: -3.195 3.334 0.221  0.000
H: -4.380 0.167 -0.130  0.001
H: -3.371 0.240 1.315  0.000
H: -3.137 -1.049 0.130  0.000
H: -0.467 1.770 1.083  0.001
H: 0.035 2.489 -0.457  0.001

What max |F| values result from the calculations? In sequence: 1.88; 0.51; 1.82; 2.44 eV Å⁻¹.